<w>
The following is a quantum chemistry calculation of 2 unconnected molecules or ions with the total composition C3H8N2O2, from the Open Molecules 2025 dataset.

```
15
Properties=species:S:1:pos:R:3:lowdin_charge:R:1
H 0.238 0.999 -1.577 0.013
N 0.435 -0.027 -1.219 0.129
C -0.090 -0.463 -0.167 -0.421
C -1.164 0.193 0.645 -0.029
C 0.327 -1.851 0.295 -0.232
O 0.571 -1.928 1.678 -0.067
H -2.134 -0.111 0.244 0.092
H -1.102 1.276 0.589 0.055
H -1.104 -0.134 1.681 0.074
H 1.193 -2.178 -0.292 0.115
H -0.506 -2.535 0.106 0.127
H 1.363 -1.419 1.899 0.099
N 0.401 2.539 -1.575 -0.007
O 0.154 3.028 -0.480 -0.046
H 1.418 2.610 -1.828 0.097
```

## Properties
* E_HOMO (spin up / spin down): -9.04 / -9.05 eV
* structure (SMILES): [H]/N=C(\C)CO.N=O
* Kohn-Sham gap (spin up / spin down): 7.95 / 7.95 eV
* multiplicity: 1


<x>
The following is a quantum chemistry calculation of a single C3H8N2O2 molecule, from the Open Molecules 2025 dataset.

```
15
Properties=species:S:1:pos:R:3:lowdin_charge:R:1
N 1.834 -0.379 -1.376 0.011
C 0.930 0.517 -0.685 -0.206
C 0.707 0.138 0.780 -0.458
O 1.644 -0.204 1.456 0.091
N -0.597 0.161 1.325 0.058
C -1.799 0.107 0.488 -0.279
O -1.750 -0.947 -0.436 -0.037
H 2.531 -0.712 -0.720 0.067
H 1.406 -1.180 -1.817 0.067
H 1.297 1.531 -0.760 0.117
H -0.022 0.518 -1.223 0.103
H -0.629 0.883 2.036 0.138
H -1.953 1.068 0.000 0.116
H -2.638 -0.036 1.172 0.121
H -0.959 -1.464 -0.238 0.091
```

## Properties
* E_HOMO: -9.35 eV
* structure (SMILES): NCC(=O)NCO
* Kohn-Sham gap: 10.04 eV
* multiplicity: 1


<y>
The following is a quantum chemistry calculation of 2 unconnected molecules or ions with the total composition C3H8N2O2, from the Open Molecules 2025 dataset.

```
15
Properties=species:S:1:pos:R:3:lowdin_charge:R:1
C -0.255 -1.156 -1.194 -0.053
N 0.508 -0.658 -0.317 0.019
C 0.870 0.761 -0.498 -0.564
N 2.285 0.968 -0.405 0.072
O 0.295 1.500 0.528 -0.009
H -0.577 -2.196 -1.105 0.072
H -0.639 -0.591 -2.057 0.081
H 0.528 1.100 -1.495 0.137
H 2.562 0.768 0.553 0.081
H 2.772 0.313 -1.009 0.076
H -0.664 1.323 0.540 0.051
C -1.914 -0.543 1.627 -0.106
O -2.281 0.421 0.988 -0.025
H -0.853 -0.708 1.871 0.081
H -2.639 -1.301 1.973 0.088
```

## Properties
* E_HOMO: -9.61 eV
* structure (SMILES): C=N[C@H](N)O.C=O
* Kohn-Sham gap: 10.09 eV
* multiplicity: 1


The structure with the most favorable energy is <x>; the runner-up is 21.1 kcal/mol above it.


<w>
The following is a quantum chemistry calculation of a molecular structure, C3H8N2O2, from the Open Molecules 2025 dataset.

```
15
Properties=species:S:1:pos:R:3:lowdin_charge:R:1
C -1.501 0.014 -0.292 -0.077
C 0.824 0.154 0.731 -0.186
C 1.102 1.527 0.181 -0.159
N -1.431 -1.203 -0.767 -0.101
O -1.582 -2.147 0.269 -0.080
N 0.868 -1.102 -0.705 0.000
O 1.362 -0.700 -1.684 0.005
H -1.614 -2.989 -0.204 0.091
H -1.517 0.807 -1.024 0.087
H -1.855 0.205 0.715 0.087
H 0.086 0.091 1.529 0.066
H 1.685 -0.321 1.195 0.071
H 0.330 2.247 0.454 0.067
H 1.166 1.525 -0.912 0.058
H 2.077 1.892 0.513 0.070
```

## Properties
* E_HOMO: -8.28 eV
* Kohn-Sham gap: 8.65 eV
* multiplicity: 1


<x>
The following is a quantum chemistry calculation of a single C3H8N2O2 molecule, from the Open Molecules 2025 dataset.

```
15
Properties=species:S:1:pos:R:3:lowdin_charge:R:1
C 2.056 -0.478 -0.095 -0.069
N 0.736 -0.363 0.481 -0.109
O -0.038 -1.622 0.200 -0.015
C -1.000 -0.850 -0.475 -0.441
O -2.222 -0.838 0.148 0.040
N -0.176 0.365 -0.382 -0.106
C -0.718 1.580 0.190 -0.063
H 2.599 -1.224 0.481 0.085
H 2.534 0.494 0.023 0.086
H 2.032 -0.761 -1.151 0.086
H -1.180 -1.157 -1.514 0.154
H -2.079 -0.842 1.106 0.115
H -0.806 2.319 -0.607 0.078
H -0.036 1.949 0.956 0.085
H -1.702 1.429 0.640 0.074
```

## Properties
* E_HOMO: -8.65 eV
* structure (SMILES): CN1O[C@@H](O)N1C
* Kohn-Sham gap: 9.60 eV
* multiplicity: 1


<y>
The following is a quantum chemistry calculation of a single C3H8N2O2 molecule, from the Open Molecules 2025 dataset.

```
15
Properties=species:S:1:pos:R:3:lowdin_charge:R:1
N 0.326 2.164 -0.464 0.175
C 0.906 0.971 -0.387 -0.522
O 1.998 0.765 -0.921 0.019
C 0.271 -0.210 0.363 -0.290
N -0.849 0.326 1.152 0.044
C -0.171 -1.212 -0.669 -0.210
O -0.758 -2.378 -0.051 -0.077
H 0.792 2.937 -0.900 0.114
H -0.583 2.345 -0.075 0.092
H 1.028 -0.648 1.030 0.159
H -1.739 0.003 0.796 0.079
H -0.833 0.147 2.143 0.074
H 0.736 -1.487 -1.259 0.133
H -0.943 -0.987 -1.391 0.128
H -0.180 -2.737 0.632 0.083
```

## Properties
* E_HOMO: -9.19 eV
* structure (SMILES): NC(=O)[C@@H](N)CO
* Kohn-Sham gap: 9.97 eV
* multiplicity: 1


The structure with the most favorable energy is <y>; the runner-up is 79.6 kcal/mol above it.


<w>
The following is a quantum chemistry calculation of a single C3H8N2O2 molecule, from the Open Molecules 2025 dataset.

```
15
Properties=species:S:1:pos:R:3:lowdin_charge:R:1
N -3.061 1.003 0.451 0.001
C -1.615 1.108 0.655 -0.286
C -0.855 -0.166 0.283 -0.189
N 0.581 0.068 0.395 0.072
C 1.584 -0.468 -0.323 -0.632
O 2.712 -0.037 -0.360 0.078
O 1.153 -1.546 -1.017 0.104
H -3.275 1.554 -0.369 0.063
H -3.272 0.045 0.192 0.060
H -1.341 1.350 1.692 0.108
H -1.172 1.927 0.082 0.113
H -1.161 -0.931 1.002 0.123
H -1.083 -0.504 -0.719 0.117
H 0.808 0.875 0.954 0.143
H 1.921 -1.972 -1.418 0.126
```

## Properties
* E_HOMO: -9.69 eV
* structure (SMILES): NCCNC(=O)O
* Kohn-Sham gap: 10.40 eV
* multiplicity: 1


<x>
The following is a quantum chemistry calculation of 2 unconnected molecules or ions with the total composition C3H8N2O2, from the Open Molecules 2025 dataset.

```
15
Properties=species:S:1:pos:R:3:lowdin_charge:R:1
C 0.124 1.088 -0.947 -0.067
C -1.419 -0.744 -0.255 -0.011
C -0.290 0.100 0.033 -0.332
N 1.672 -0.917 -0.202 0.092
N 0.079 0.345 1.356 -0.407
O 0.883 1.292 1.467 0.008
O -0.225 -0.418 2.237 0.082
H -0.804 1.566 -1.144 0.079
H 0.879 1.871 -0.682 0.111
H 0.407 0.600 -1.865 0.090
H -1.203 -1.757 -0.415 0.080
H -1.970 -0.720 0.738 0.120
H -2.064 -0.249 -1.002 0.105
H 2.235 -0.240 0.484 0.078
H 1.695 -1.817 0.196 -0.028
```

## Properties
* E_HOMO (spin up / spin down): -9.13 / -10.22 eV
* Kohn-Sham gap (spin up / spin down): 8.13 / 8.95 eV
* multiplicity: 1


<y>
The following is a quantum chemistry calculation of a single C3H8N2O2 molecule, from the Open Molecules 2025 dataset.

```
15
Properties=species:S:1:pos:R:3:lowdin_charge:R:1
C 0.579 1.240 -1.024 -0.091
C -0.029 0.625 0.260 -0.251
C -0.866 -0.564 -0.046 -0.102
N -1.273 -1.291 1.274 -0.319
O -2.177 -0.730 1.901 -0.013
N -0.644 -2.326 1.626 0.010
O -1.146 -2.748 2.817 -0.034
H -0.276 1.660 -1.469 0.052
H 1.339 2.019 -0.728 0.099
H 1.008 0.600 -1.738 0.052
H -0.452 1.467 0.787 0.116
H 0.765 0.210 0.803 0.089
H -1.694 -0.243 -0.655 0.120
H -0.340 -1.230 -0.746 0.126
H -0.580 -3.570 3.020 0.145
```

## Properties
* E_HOMO: -9.18 eV
* structure (SMILES): CCC/[N+]([O-])=N/O
* Kohn-Sham gap: 10.15 eV
* multiplicity: 1


The structure with the most favorable energy is <w>; the runner-up is 112.2 kcal/mol above it.


<w>
The following is a quantum chemistry calculation of 2 unconnected molecules or ions with the total composition C4H14N2, from the Open Molecules 2025 dataset.

```
20
Properties=species:S:1:pos:R:3:lowdin_charge:R:1
C -3.086 0.826 1.452 -0.120
C -3.398 0.284 0.068 -0.335
C -2.209 -0.356 -0.606 -0.138
H -3.117 0.018 2.183 0.073
H -2.141 1.357 1.381 0.068
H -3.849 1.552 1.731 0.066
H -4.217 -0.444 0.067 0.101
H -3.737 1.106 -0.558 0.095
H -2.018 -1.386 -0.288 0.075
H -1.299 0.161 -0.293 0.049
H -2.159 -0.271 -1.681 0.063
N 3.996 -0.372 0.209 -0.004
C 2.689 -0.783 -0.307 -0.389
N 1.931 0.316 -0.835 -0.016
H 3.903 -0.041 1.155 0.056
H 4.414 0.286 -0.431 0.055
H 2.179 -1.293 0.510 0.098
H 2.856 -1.565 -1.067 0.098
H 2.342 1.213 -1.033 0.054
H 1.097 0.218 -1.391 0.051
```

## Properties
* E_HOMO: -8.71 eV
* structure (SMILES): CCC.NCN
* Kohn-Sham gap: 9.80 eV
* multiplicity: 1


<x>
The following is a quantum chemistry calculation of 2 unconnected molecules or ions with the total composition C4H14N2, from the Open Molecules 2025 dataset.

```
20
Properties=species:S:1:pos:R:3:lowdin_charge:R:1
C 1.096 1.469 -1.631 -0.133
C 0.463 0.571 -2.677 -0.347
N 0.937 0.592 -4.074 -0.008
H 1.072 1.087 -0.572 0.075
H 2.094 1.751 -1.816 0.040
H 0.519 2.430 -1.615 0.074
H 0.657 -0.460 -2.294 0.097
H -0.679 0.766 -2.698 0.129
H 0.636 1.478 -4.473 0.062
H 1.873 0.654 -4.232 0.011
C -0.722 -1.942 1.786 -0.155
N -0.431 -1.353 3.120 -0.209
C -1.263 -0.165 3.366 -0.189
H -1.787 -1.831 1.541 0.072
H -0.106 -1.463 1.054 0.045
H -0.432 -3.047 1.879 0.091
H 0.592 -1.020 3.086 0.119
H -0.671 0.471 3.972 0.043
H -2.257 -0.397 3.887 0.088
H -1.590 0.409 2.392 0.096
```

## Properties
* E_HOMO: -8.87 eV
* structure (SMILES): CCN.CNC
* Kohn-Sham gap: 9.73 eV
* multiplicity: 1


<y>
The following is a quantum chemistry calculation of 2 unconnected molecules or ions with the total composition C4H14N2, from the Open Molecules 2025 dataset.

```
20
Properties=species:S:1:pos:R:3:lowdin_charge:R:1
C -0.936 2.688 0.867 -0.130
C -2.519 2.569 0.276 -0.278
C -3.060 1.158 0.005 -0.163
H -0.282 1.796 0.485 0.063
H -0.960 2.614 2.030 0.067
H -0.304 3.616 0.752 0.048
H -2.453 3.213 -0.766 0.132
H -3.140 3.105 0.998 0.068
H -3.306 1.003 -1.042 0.052
H -2.381 0.319 0.288 0.067
H -3.994 0.828 0.539 0.074
N 2.663 -3.944 -0.465 -0.025
C 2.979 -2.630 -0.173 -0.484
N 2.203 -1.582 -0.849 -0.076
H 2.841 -4.055 -1.480 0.083
H 1.648 -4.025 -0.201 0.095
H 2.942 -2.479 0.949 0.119
H 4.030 -2.370 -0.289 0.096
H 1.524 -0.940 -0.261 0.087
H 2.507 -0.884 -1.661 0.105
```

## Properties
* E_HOMO: -9.02 eV
* structure (SMILES): CCC.NCN
* Kohn-Sham gap: 9.86 eV
* multiplicity: 1


The structure with the most favorable energy is <w>; the runner-up is 22.2 kcal/mol above it.


<w>
The following is a quantum chemistry calculation of 3 unconnected molecules or ions with the total composition H5O2S, from the Open Molecules 2025 dataset.

```
8
Properties=species:S:1:pos:R:3:lowdin_charge:R:1
S -0.040 1.366 0.886 -0.059
H 1.156 1.695 1.399 -0.415
H 0.727 -0.357 -2.311 0.010
H 1.252 0.224 -1.025 -0.073
O 1.498 0.099 -1.961 -0.133
H -2.249 -0.990 0.685 -0.003
H -0.811 -0.681 1.114 -0.142
O -1.534 -1.356 1.213 -0.186
```

## Properties
* E_HOMO: -3.29 eV
* Kohn-Sham gap: 7.57 eV
* multiplicity: 1
* net charge: -1


<x>
The following is a quantum chemistry calculation of 3 unconnected molecules or ions with the total composition H5O2S, from the Open Molecules 2025 dataset.

```
8
Properties=species:S:1:pos:R:3:lowdin_charge:R:1
S 1.302 0.525 0.433 -0.035
H 1.913 -0.060 1.506 -0.378
H 0.198 -1.012 -2.029 0.062
H 0.949 -1.240 -0.618 -0.145
O 0.365 -1.757 -1.295 -0.292
H -1.322 0.526 0.769 -0.041
H -1.377 1.805 0.407 -0.012
O -2.028 1.214 0.827 -0.158
```

## Properties
* E_HOMO: -3.51 eV
* Kohn-Sham gap: 7.86 eV
* multiplicity: 1
* net charge: -1


The structure with the most favorable energy is <w>; the runner-up is 9.4 kcal/mol above it.